[1]
{
  "formula": "C23H28F9FeGeN6O4S6",
  "method": "wB97M-V/def2-TZVPD",
  "orbital_gap_ev": [6.863, 4.321],
  "e_above_lowest_ev": 2.1381,
  "energy_ha": -8151.03582,
  "total_charge": 1,
  "spin_multiplicity": 5,
  "symbols": ["Fe", "F", "C", "F", "F", "C", "C", "C", "C", "N", "C", "S", "H", "H", "H", "N", "C", "N", "C", "C", "S", "C", "C", "S", "C", "N", "N", "H", "H", "H", "H", "H", "H", "F", "C", "F", "F", "S", "O", "O", "N", "S", "O", "O", "C", "F", "F", "F", "S", "C", "C", "C", "C", "C", "Ge", "C", "C", "C", "C", "H", "H", "H", "H", "H", "H", "H", "H", "H", "H", "H", "H", "H", "H", "H", "H", "H", "H", "H"],
  "xyz": [[-0.536, -1.193, 0.444], [-5.270, 2.812, -0.229], [-4.013, 2.422, 0.011], [-3.693, 2.857, 1.248], [-3.219, 3.064, -0.845], [-3.871, 0.927, -0.078], [-4.969, 0.116, -0.298], [-4.813, -1.263, -0.344], [-3.558, -1.789, -0.126], [-2.501, -1.012, 0.113], [-2.624, 0.325, 0.097], [-1.059, 1.078, 0.265], [-5.944, 0.562, -0.445], [-5.651, -1.915, -0.542], [-3.386, -2.857, -0.145], [-1.044, 1.332, 3.465], [-1.002, 0.072, 3.815], [-0.955, -0.926, 2.949], [-0.956, -2.110, 3.570], [-0.967, -2.054, 4.979], [-1.004, -0.457, 5.511], [-0.999, -3.308, 2.792], [-1.133, -4.569, 3.324], [-1.310, -5.712, 2.086], [-1.205, -4.415, 0.899], [-1.002, -3.223, 1.419], [-1.391, -4.691, -0.384], [-1.111, 1.512, 2.442], [-1.135, 2.077, 4.136], [-0.963, -2.884, 5.668], [-1.153, -4.847, 4.365], [-1.504, -5.638, -0.702], [-1.163, -3.988, -1.080], [3.263, -4.104, -1.411], [2.296, -4.086, -2.325], [1.543, -5.173, -2.176], [2.828, -4.078, -3.533], [1.274, -2.579, -2.058], [0.538, -2.878, -0.815], [2.175, -1.471, -1.986], [0.337, -2.701, -3.299], [-1.082, -1.995, -3.167], [-1.049, -0.890, -2.232], [-2.131, -2.964, -3.014], [-1.307, -1.236, -4.866], [-0.205, -1.342, -5.587], [-1.610, 0.046, -4.715], [-2.301, -1.849, -5.488], [2.212, -2.082, 2.013], [1.418, -1.130, 1.060], [1.479, 4.457, 2.258], [2.565, 3.976, 1.303], [3.419, 2.843, 1.874], [2.676, 1.505, 2.018], [2.544, 0.486, 0.348], [1.826, 1.431, -1.190], [2.972, 2.069, -1.985], [2.468, 2.916, -3.153], [1.758, 4.191, -2.715], [0.891, 5.263, 1.819], [1.913, 4.828, 3.190], [0.785, 3.653, 2.518], [3.215, 4.817, 1.050], [2.110, 3.665, 0.360], [3.788, 3.149, 2.859], [4.315, 2.713, 1.260], [1.674, 1.666, 2.423], [3.188, 0.845, 2.721], [3.872, -0.200, 0.008], [1.106, 2.180, -0.860], [1.290, 0.726, -1.826], [3.622, 1.275, -2.362], [3.600, 2.695, -1.339], [1.796, 2.307, -3.765], [3.315, 3.172, -3.793], [0.867, 3.978, -2.119], [1.434, 4.783, -3.572], [2.419, 4.820, -2.112]],
  "forces_ev_per_angstrom": [[0.41, -0.36, 0.29], [-0.07, 0.00, 0.00], [0.00, -0.07, -0.02], [0.03, 0.04, 0.15], [0.06, 0.05, -0.13], [-0.01, -0.03, 0.02], [-0.01, -0.01, -0.04], [-0.04, 0.00, 0.00], [0.04, 0.05, 0.09], [-0.38, -0.02, -0.20], [0.07, -0.05, 0.02], [-0.02, 0.23, 0.16], [0.00, 0.01, 0.00], [0.01, 0.01, 0.00], [0.04, -0.01, 0.00], [-0.11, 0.10, -0.18], [0.07, -0.20, 0.06], [-0.10, 0.11, -0.13], [0.03, -0.15, 0.05], [-0.02, -0.14, -0.03], [0.03, 0.07, -0.03], [0.07, 0.16, -0.02], [-0.02, -0.05, 0.07], [0.00, -0.02, 0.04], [-0.05, -0.10, -0.14], [-0.02, 0.07, 0.15], [-0.03, 0.04, 0.01], [0.05, 0.08, 0.08], [0.02, 0.01, -0.03], [0.00, 0.05, 0.01], [0.00, -0.03, -0.05], [0.00, 0.00, 0.02], [-0.07, -0.06, 0.05], [-0.02, 0.00, 0.02], [0.06, 0.06, 0.04], [-0.03, -0.06, 0.00], [0.04, 0.00, -0.02], [-0.29, -0.39, 0.16], [0.25, 0.33, -0.16], [0.09, -0.04, -0.10], [0.00, 0.26, -0.06], [0.15, 0.04, 0.09], [0.04, -0.03, -0.22], [-0.05, -0.01, 0.10], [-0.03, -0.01, 0.01], [0.09, 0.01, -0.03], [-0.03, 0.06, 0.02], [-0.05, -0.05, -0.04], [-0.06, -0.09, 0.08], [-0.07, 0.18, -0.06], [-0.03, -0.01, 0.05], [0.00, 0.01, -0.05], [0.02, 0.01, 0.04], [0.00, 0.03, 0.07], [-0.10, -0.06, -0.19], [-0.05, 0.05, -0.09], [0.04, -0.04, 0.01], [-0.01, -0.03, -0.03], [-0.03, 0.04, 0.04], [0.01, -0.02, -0.01], [0.02, 0.00, -0.02], [-0.01, 0.00, -0.04], [0.02, 0.00, 0.05], [-0.01, -0.02, 0.00], [-0.02, 0.00, 0.00], [-0.02, -0.03, -0.02], [-0.03, -0.01, -0.03], [0.04, 0.01, 0.00], [0.02, 0.05, 0.06], [0.06, -0.01, 0.01], [-0.04, 0.04, 0.06], [0.00, -0.01, -0.01], [-0.03, 0.01, 0.01], [0.00, 0.00, 0.01], [0.01, 0.03, 0.02], [0.02, -0.01, -0.02], [0.02, -0.02, -0.01], [0.00, -0.02, -0.01]],
  "mulliken_spin": [2.28, 0.00, -0.01, 0.00, 0.00, 0.03, 0.00, 0.00, -0.01, -0.04, -0.01, -0.01, 0.00, 0.00, 0.00, 0.13, 0.05, 0.02, 0.09, 0.33, 0.10, 0.02, 0.20, 0.07, 0.04, -0.01, 0.04, -0.01, -0.01, 0.00, 0.00, 0.00, -0.01, 0.00, 0.00, 0.00, 0.00, 0.00, 0.01, 0.00, 0.00, -0.01, -0.01, 0.00, 0.00, 0.00, 0.00, 0.00, 0.48, 0.13, 0.00, 0.00, 0.00, 0.04, 0.04, 0.01, 0.01, 0.00, 0.00, 0.00, 0.00, 0.00, 0.00, 0.00, 0.00, 0.00, -0.01, 0.00, 0.02, 0.00, 0.00, 0.00, 0.00, 0.00, 0.00, 0.00, 0.00, 0.00]
}

=====

[2]
{
  "formula": "C5H6FN3",
  "method": "wB97M-V/def2-TZVPD",
  "smiles": "N/N=c1\\cccc(F)[nH]1",
  "orbital_gap_ev": 8.617,
  "e_above_lowest_ev": 0.6240,
  "energy_ha": -458.20230,
  "total_charge": 0,
  "symbols": ["N", "N", "C", "C", "C", "C", "C", "F", "N", "H", "H", "H", "H", "H", "H"],
  "xyz": [[-0.114, 1.311, 2.460], [-1.009, 0.562, 1.652], [-0.391, 0.283, 0.540], [0.974, 0.335, 0.072], [1.334, -0.123, -1.110], [0.467, -0.830, -2.026], [-0.783, -0.936, -1.519], [-1.734, -1.669, -2.130], [-1.208, -0.442, -0.315], [0.390, 0.686, 3.105], [-0.695, 1.954, 2.991], [1.789, 0.825, 0.664], [2.316, 0.075, -1.442], [0.818, -1.239, -2.991], [-2.155, -0.790, 0.051]],
  "forces_ev_per_angstrom": [[0.38, 0.37, 0.98], [1.42, 0.49, -1.11], [-1.45, -1.48, 0.97], [1.02, 2.00, 2.25], [-0.52, -0.88, -2.05], [-0.04, 0.43, 0.43], [-0.39, -0.84, 0.00], [0.15, 0.42, 0.18], [-1.55, -1.48, -1.22], [-0.54, 0.42, -0.19], [0.30, -0.30, 0.20], [-1.35, -0.38, -0.33], [1.10, -0.07, -0.20], [-0.58, 0.32, 0.85], [2.05, 0.99, -0.75]],
  "mulliken_charge": [-0.51, -0.56, 0.37, -0.36, -0.21, -0.50, 0.25, -0.29, -0.08, 0.20, 0.24, 0.34, 0.40, 0.39, 0.33]
}